1.
Below is a single C2H4O2 molecule, with properties calculated with ωB97M-V/def2-TZVPD.

The energy above the lowest of the compared OMol25 structures with the same formula, charge and spin is 149.7 kJ/mol. The SMILES is O=CCO. Its spin multiplicity is 1.

Positions of all 8 atoms, in Å:
1 O 1.1415 -1.1609 -0.7290
2 C -0.0061 -0.9398 -0.4693
3 C -0.3930 0.4430 0.3488
4 O 0.6541 1.3408 0.4118
5 H -0.8139 -1.6664 -0.5840
6 H -0.8397 0.2152 1.3120
7 H -1.1850 0.8415 -0.3194
8 H 1.4421 0.9266 0.0291

These are the Mulliken partial charges, in e, on atoms 1 to 5:
1 O -0.468
2 C 0.099
3 C -0.339
4 O -0.491
5 H 0.356

***

2.
Below is a gas-phase ion, C2H4O2P (charge -1), with properties calculated with ωB97M-V/def2-TZVPD.

The energy above the lowest of the compared OMol25 structures with the same formula, charge and spin is 117.2 kJ/mol. As for the net charge: -1. The expectation value of S² is 2.014. Its spin multiplicity is 3.

Positions of all 9 atoms, in Å:
1 C -1.6771 -0.5214 0.1006
2 C 1.5934 1.0867 -0.1015
3 O 1.1446 -1.5273 0.0679
4 O -2.4695 0.3948 -0.1164
5 P 0.5151 -0.2145 -0.2422
6 H -1.6388 -1.4165 -0.5592
7 H -1.3822 -0.7884 1.1457
8 H 2.6472 0.9044 0.0456
9 H 1.2672 2.0822 -0.3405

These are the Mulliken partial charges, in e, on atoms 1 to 5:
1 C -0.361
2 C -0.873
3 O -0.550
4 O -0.449
5 P 0.229

***

3.
Below is a molecular structure, C2H4O2P2, with properties calculated with ωB97M-V/def2-TZVPD.

The energy above the lowest of the compared OMol25 structures with the same formula, charge and spin is 232.4 kJ/mol. Its spin multiplicity is 1.

Positions of all 10 atoms, in Å:
1 C 0.8672 1.2942 -0.4919
2 C -0.6203 -1.1825 -0.3837
3 O 1.0403 -0.5568 1.7044
4 O -1.0066 1.0034 1.3792
5 P 1.7668 2.2500 0.3970
6 P -0.0102 0.0392 0.8326
7 H 0.2068 1.3908 -1.3256
8 H 0.1092 -1.4722 -1.2415
9 H -1.0398 -2.0010 0.2124
10 H -1.3133 -0.7650 -1.0830

These are the Mulliken partial charges, in e, on atoms 1 to 5:
1 C -0.161
2 C -0.945
3 O -0.647
4 O -0.608
5 P 0.136